Record 1
101
Properties=species:S:1:pos:R:3:mulliken_charge:R:1 method="wB97M-V/def2-TZVPD" homo_lumo_gap_ha=0.2768 smiles="C=C[Si@@](CCCCN)(CCCSC(=S)N(CC)CC)OC[C@H](C)CC(C)C.CCOCC.CCOCC" charge=0
C 2.2371 1.3786 5.8710 -0.670
C 3.3038 1.2675 4.8051 -0.302
Si 3.0675 0.0603 3.2908 0.217
C 3.7220 0.8056 1.6148 0.148
C 5.0553 1.7420 1.8173 -0.648
C 5.4078 2.4322 0.3651 -0.636
C 5.8619 1.3061 -0.7831 -0.394
N 6.7451 0.2145 -0.1954 -0.599
C 4.0458 -1.5692 3.7875 -0.686
C 3.2802 -2.9393 3.3140 -0.637
C 2.8848 -2.9887 1.7143 0.406
S 3.1642 -4.7482 1.1384 -0.159
C 1.6366 -5.4994 0.3575 0.006
S 1.5292 -5.3678 -1.3688 -0.163
N 0.5204 -6.2316 1.0640 0.085
C 0.8488 -6.5827 2.4965 -0.608
C 0.3900 -5.4626 3.6089 -0.268
C -0.8271 -5.5704 0.9043 -0.946
C -0.8045 -3.9359 0.8069 0.471
O 1.3534 -0.3387 2.9915 -0.114
C 0.5415 0.8978 2.9204 -0.930
C -0.1899 1.0975 1.4337 0.957
C -0.6392 2.6904 1.3697 -0.976
C -1.4578 0.0569 1.3958 -0.263
C -2.4364 0.2428 0.0684 0.406
C -2.9641 -1.2933 -0.3156 -0.723
C -1.6254 0.7782 -1.2663 -0.620
H 1.7948 2.4527 6.0872 0.233
H 1.8899 0.3982 6.4517 0.251
H 4.3283 1.8566 4.8467 0.255
H 2.8594 1.5396 1.2394 -0.023
H 3.8384 -0.0324 0.7851 0.023
H 4.7583 2.5678 2.6262 0.329
H 5.9531 1.0861 2.1842 0.355
H 6.2751 3.2329 0.4893 0.345
H 4.4984 3.0116 -0.1254 0.238
H 6.4328 1.9343 -1.6125 0.345
H 4.8523 0.8497 -1.1842 0.181
H 6.1001 -0.4442 0.3356 0.203
H 7.2116 -0.2818 -0.9934 0.265
H 5.1868 -1.5123 3.4744 0.326
H 4.0221 -1.5727 4.9810 0.325
H 4.0491 -3.8344 3.4869 0.460
H 2.3831 -3.1410 4.0378 0.116
H 1.8380 -2.5343 1.4559 -0.169
H 3.6845 -2.3026 1.1532 0.066
H 1.9706 -6.8695 2.6941 0.350
H 0.2208 -7.5662 2.7485 0.290
H 0.7087 -4.3637 3.3645 -0.276
H 0.8192 -5.7704 4.6792 0.314
H -0.7928 -5.5808 3.7197 0.278
H -1.2746 -5.9692 -0.1279 0.274
H -1.6209 -5.9154 1.7264 0.341
H -1.9327 -3.5694 0.9376 -0.015
H -0.4850 -3.5531 -0.2769 0.173
H -0.1592 -3.3923 1.6171 -0.431
H 1.1697 1.8713 3.0967 0.389
H -0.3482 0.7537 3.6816 0.151
H 0.6093 0.8937 0.6006 0.150
H -1.6731 2.8509 0.7953 -0.066
H -0.6646 3.1906 2.4283 0.359
H 0.1789 3.2456 0.7129 0.237
H -1.0126 -1.0451 1.3066 -0.408
H -2.0324 0.0953 2.4154 0.263
H -3.3867 0.8778 0.3375 0.142
H -3.3724 -1.8806 0.6216 0.284
H -3.7864 -1.1735 -1.1484 0.203
H -2.0546 -1.9176 -0.7631 0.067
H -2.3033 0.5032 -2.2056 0.020
H -1.4849 1.9628 -1.2854 0.151
H -0.5502 0.2686 -1.3576 0.241
C -4.2664 4.3759 -0.8966 -0.936
C -3.3547 5.5126 -0.4636 -0.422
O -2.2152 5.6782 -1.3040 -0.431
C -2.4753 5.9705 -2.6751 -0.266
C -3.2593 7.2556 -2.8809 -1.039
H -3.7113 3.4301 -0.9276 0.136
H -5.1035 4.2708 -0.1986 0.400
H -4.6812 4.5427 -1.8925 0.333
H -2.9753 5.2949 0.5399 0.359
H -3.9071 6.4538 -0.3860 0.368
H -2.9748 5.1215 -3.1534 0.246
H -1.5000 6.0699 -3.1659 0.339
H -4.2475 7.2111 -2.4173 0.264
H -3.3976 7.4501 -3.9486 0.391
H -2.7273 8.1035 -2.4361 0.279
C -2.8597 -1.9226 -4.5568 -0.944
C -4.1293 -1.1037 -4.7248 -0.379
O -3.8855 0.2566 -5.0744 -0.430
C -3.1859 0.4819 -6.2962 -0.315
C -3.9019 -0.0760 -7.5145 -1.017
H -2.2122 -1.4735 -3.7935 0.179
H -3.1030 -2.9467 -4.2548 0.383
H -2.2833 -1.9757 -5.4824 0.329
H -4.6670 -1.0910 -3.7713 0.290
H -4.8036 -1.5659 -5.4519 0.377
H -2.1654 0.0914 -6.2238 0.295
H -3.0921 1.5685 -6.4090 0.322
H -4.0176 -1.1610 -7.4603 0.260
H -3.3418 0.1571 -8.4249 0.385
H -4.9049 0.3559 -7.5997 0.283


Record 2
84
Properties=species:S:1:pos:R:3:mulliken_charge:R:1 method="wB97M-V/def2-TZVPD" homo_lumo_gap_ha=0.2253 e_above_lowest_ev=0.646 charge=-1
C 3.9670 -3.2312 0.0575 -0.980
N 3.4949 -1.8902 0.3811 -0.147
C 2.0232 -1.7631 0.1969 -0.877
B 1.0780 -2.8072 1.0518 0.683
S -0.3449 -3.4489 -0.1273 -0.431
H 3.5098 -3.6219 -0.8526 0.263
H 5.0439 -3.1782 -0.1080 0.299
H 3.8008 -3.9162 0.8784 0.363
H 3.8992 -1.3021 -0.3408 0.213
H 1.7287 -0.7547 0.4978 0.273
H 1.8144 -1.8331 -0.8763 0.092
H 0.5212 -2.2314 1.9856 -0.329
H 1.6686 -3.7533 1.5209 -0.241
H -0.4640 -2.4496 -1.0152 -0.008
C 3.1715 -3.2058 -5.6838 -0.461
C 2.3526 -3.9211 -4.6321 0.288
O 3.0498 -3.6111 -3.4453 -0.254
C 3.6810 -2.4188 -3.6297 0.587
O 4.1310 -1.7525 -2.7644 -0.403
O 3.6978 -2.0965 -4.9531 -0.366
F 2.3528 -5.2645 -4.8205 -0.286
H 3.9916 -3.8334 -6.0367 0.275
H 2.5842 -2.8637 -6.5321 0.268
H 1.3216 -3.5766 -4.5405 0.306
C 2.8526 0.2104 3.1973 -0.013
C 3.5222 1.5402 3.4202 0.271
O 2.4481 2.4543 3.2806 -0.313
C 1.3069 1.7914 3.6245 0.659
O 0.2685 2.3203 3.8535 -0.546
O 1.5252 0.4639 3.6877 -0.252
F 4.4597 1.8041 2.4719 -0.278
H 2.8118 -0.0563 2.1392 -0.097
H 3.3152 -0.6043 3.7458 0.252
H 3.9747 1.6679 4.4051 0.246
C 7.0898 1.0345 0.8407 -0.237
C 8.1636 1.8960 1.4596 0.438
O 9.3513 1.3467 0.9173 -0.335
C 9.0313 0.7826 -0.2855 0.584
O 9.8227 0.4552 -1.1038 -0.509
O 7.6902 0.6712 -0.4103 -0.309
F 8.2013 1.7888 2.8115 -0.287
H 6.9065 0.1367 1.4319 0.241
H 6.1515 1.5568 0.6851 0.136
H 8.1055 2.9528 1.1943 0.288
C -1.8826 -0.4632 2.8187 0.169
C -2.4985 0.8190 2.3247 0.347
O -3.8948 0.5715 2.4876 -0.295
C -4.0262 -0.3196 3.5023 0.636
O -5.0576 -0.5552 4.0544 -0.618
O -2.8484 -0.8836 3.8067 -0.316
F -2.2398 1.0488 1.0141 -0.240
H -1.8076 -1.2259 2.0400 0.091
H -0.9040 -0.3209 3.2657 -0.036
H -2.2218 1.7024 2.9005 0.234
C -7.9528 -2.8261 2.4076 -0.459
C -6.9854 -1.8572 1.7723 0.482
O -7.7226 -1.3922 0.6446 -0.300
C -9.0426 -1.4917 0.9465 0.623
O -9.9202 -0.9762 0.3370 -0.529
O -9.2209 -2.2600 2.0494 -0.326
F -5.8588 -2.4681 1.3469 -0.284
H -7.8616 -3.8212 1.9703 0.275
H -7.8474 -2.8904 3.4867 0.279
H -6.7155 -1.0106 2.4040 0.213
C -4.5402 3.8157 -0.4544 -0.190
C -4.0868 4.3913 0.8667 0.210
O -2.8850 5.0574 0.5120 -0.290
C -2.9838 5.4187 -0.7951 0.667
O -2.2759 6.1962 -1.3413 -0.528
O -4.0215 4.7763 -1.3880 -0.349
F -3.8215 3.4284 1.7736 -0.163
H -4.0928 2.8387 -0.6433 0.133
H -5.6205 3.7402 -0.5431 0.324
H -4.7762 5.1127 1.3096 0.181
C -2.9647 2.8069 -4.3110 -0.323
C -1.7960 2.1591 -5.0157 0.314
O -1.3001 1.2703 -4.0372 -0.275
C -2.3437 0.9213 -3.2248 0.640
O -2.3427 0.0163 -2.4696 -0.459
O -3.3970 1.7630 -3.4310 -0.307
F -0.8321 3.0555 -5.3412 -0.292
H -2.6529 3.6753 -3.7285 0.167
H -3.7668 3.0957 -4.9854 0.274
H -2.0639 1.5933 -5.9102 0.257


Record 3
18
Properties=species:S:1:pos:R:3:nbo_charge:R:1 method="wB97M-V/def2-TZVPD" homo_lumo_gap_ha=0.2846 e_above_lowest_ev=2.594 charge=-1
C -0.3264 0.9555 -0.8528 -0.014
O -1.2396 0.8629 0.1097 -0.932
C 1.0230 0.1439 -0.3564 -0.065
C 0.6629 -1.3557 -0.2667 -0.548
C 1.5999 -2.0108 0.6778 0.457
O 2.3298 -2.9474 0.3882 -0.592
N 1.2870 0.6824 1.0043 -0.875
H -0.6590 0.4821 -1.7988 0.097
H 0.0416 1.9811 -1.1447 0.081
H 1.9053 0.4185 -0.9271 0.169
H -0.3404 -1.3951 0.1676 0.257
H 0.6138 -1.8750 -1.2198 0.215
H 1.6324 -1.6970 1.7323 0.120
H 0.4863 0.7125 1.6237 0.378
H 1.4343 1.6630 0.7668 0.342
H -4.0055 1.1741 0.6608 0.442
H -2.7091 1.0530 -0.2931 0.513
O -3.7362 1.1519 -0.2715 -1.045